A gas-phase ion, C4H10N2O (charge +1) in a non-equilibrium geometry, computed with ωB97M-V with the def2-TZVPD basis set.

Properties
⟨S²⟩ = 0.75
E_LUMO (alpha / beta) = -3.50 / -8.17 eV
Energy above the lowest of the compared OMol25 structures with the same formula, charge and spin = 55.6 kcal per mole
HOMO energy (alpha / beta) = -14.0 / -14.0 eV

The geometry in ORCA input format:
```
! wB97M-V def2-TZVPD RIJCOSX def2/J DEFGRID3
* xyz 1 2
C -0.2956 -0.8213 0.7751
C -1.8455 -0.7361 0.6148
C -2.1735 0.6312 -0.0072
O -1.6814 1.7420 0.4310
N 0.4960 -0.5436 -0.4738
C 1.8214 0.0193 -0.6293
N 1.7874 1.4245 -0.1469
H -0.0161 0.0202 1.4927
H -0.1019 -1.8346 1.2132
H -2.4392 -0.8633 1.5788
H -2.1141 -1.4800 -0.1997
H -2.9431 0.6414 -0.8172
H 0.3948 -1.3271 -1.1402
H 2.2255 0.0150 -1.6773
H 2.5239 -0.6091 -0.1030
H 2.8380 1.6693 0.0017
H 1.5234 2.0521 -0.9126
*
```



2 unconnected molecules or ions with the total composition C4H10N2O2, computed with ωB97M-V with the def2-TZVPD basis set.

Properties
E_LUMO = 0.87 eV
SMILES = CC(N)=O.CC(N)=O
Energy above the lowest of the compared OMol25 structures with the same formula, charge and spin = 10.7 kcal per mole
HOMO energy = -9.3 eV

The geometry in ORCA input format:
```
! wB97M-V def2-TZVPD RIJCOSX def2/J DEFGRID3
* xyz 0 1
C 0.2870 -2.5200 1.7220
C -0.5888 -1.2913 1.6718
N -1.5474 -1.2436 2.6485
O -0.4833 -0.4025 0.8542
H -0.3201 -3.4188 1.6902
H 0.8127 -2.5146 2.6796
H 1.0073 -2.4643 0.9190
H -2.1834 -0.4625 2.6602
H -1.6075 -1.9692 3.3431
C 1.1380 0.9293 -1.8191
C -0.1107 1.7461 -2.0748
N 0.1186 3.0675 -2.3815
O -1.2261 1.2786 -2.0519
H 1.1631 0.0995 -2.5257
H 1.0848 0.5404 -0.8044
H 2.0618 1.4936 -1.9569
H -0.6562 3.7201 -2.3399
H 1.0502 3.4119 -2.2344
*
```



2 unconnected molecules or ions with the total composition C4H10N2O2 in a non-equilibrium geometry, computed with ωB97M-V with the def2-TZVPD basis set.

Properties
E_LUMO = 0.84 eV
Energy above the lowest of the compared OMol25 structures with the same formula, charge and spin = 81.2 kcal per mole
HOMO energy = -8.0 eV

The geometry in ORCA input format:
```
! wB97M-V def2-TZVPD RIJCOSX def2/J DEFGRID3
* xyz 0 1
C 1.1302 -0.8970 1.0024
C 2.0802 0.6905 -1.1252
C -2.5490 -0.9129 -0.1185
N 1.4159 1.2440 0.0264
N 1.1766 0.4087 0.9912
C -1.6416 0.2258 0.2737
O -1.1059 0.8431 -0.8273
O -1.6394 0.7566 1.3604
H -0.5010 1.5666 -0.5553
H 0.6551 0.8865 1.7388
H 1.6138 -1.4684 0.2294
H 0.8745 -1.3935 1.9152
H 2.2392 1.5058 -1.8231
H 3.0470 0.2527 -0.8455
H 1.4906 -0.0886 -1.6172
H -3.4247 -0.9555 0.5290
H -2.8584 -0.8087 -1.1594
H -2.0030 -1.8556 0.0050
*
```



A molecular structure, C4H10N2O2, computed with ωB97M-V with the def2-TZVPD basis set.

Properties
E_LUMO = 0.66 eV
Energy above the lowest of the compared OMol25 structures with the same formula, charge and spin = 70.0 kcal per mole
HOMO energy = -9.3 eV

The geometry in ORCA input format:
```
! wB97M-V def2-TZVPD RIJCOSX def2/J DEFGRID3
* xyz 0 1
C -0.0260 0.9090 0.4757
C 1.1908 1.5518 -0.1636
C -0.5979 -0.5499 -1.4400
N -0.3023 -0.4514 -0.0085
C -1.3965 -1.1282 0.8502
N -0.6066 -2.0489 1.3887
O 2.3184 0.7195 0.0843
O -2.5582 -0.7999 0.8620
H 3.1033 1.1333 -0.2889
H -0.9795 -2.7040 2.0634
H 0.2891 -1.4843 0.6758
H -0.9059 1.5405 0.3051
H 0.1384 0.8362 1.5525
H 1.3185 2.5451 0.2855
H 1.0336 1.6945 -1.2398
H 0.2702 -0.2456 -2.0225
H -1.4596 0.0704 -1.7051
H -0.8296 -1.5880 -1.6749
*
```



2 unconnected molecules or ions with the total composition C4H10N2O2 in a non-equilibrium geometry, computed with ωB97M-V with the def2-TZVPD basis set.

Properties
E_LUMO = 0.64 eV
SMILES = CC(N)=O.CC(N)=O
Energy above the lowest of the compared OMol25 structures with the same formula, charge and spin = 13.9 kcal per mole
HOMO energy = -9.4 eV

The geometry in ORCA input format:
```
! wB97M-V def2-TZVPD RIJCOSX def2/J DEFGRID3
* xyz 0 1
C 1.7160 -1.0030 1.1499
C 2.0027 0.4657 1.0609
N 2.0760 0.9640 -0.2104
O 2.3118 1.1228 2.0295
H 0.9166 -1.4571 0.5713
H 1.4646 -1.2914 2.1629
H 2.6255 -1.5623 0.9203
H 2.4501 1.8933 -0.2948
H 1.9594 0.4267 -1.0474
C -1.3836 -0.7834 -1.1709
C -1.7151 0.3240 -0.1740
N -2.8852 0.9639 -0.4420
O -1.0313 0.6147 0.7808
H -2.0142 -0.7021 -2.0423
H -1.5725 -1.7493 -0.6820
H -0.3244 -0.7726 -1.4144
H -3.1189 1.8240 0.0274
H -3.4775 0.7220 -1.2249
*
```



2 unconnected molecules or ions with the total composition C4H10N2O2 in a non-equilibrium geometry, computed with ωB97M-V with the def2-TZVPD basis set.

Properties
E_LUMO = 0.88 eV
SMILES = CC(N)=O.CC(N)=O
Energy above the lowest of the compared OMol25 structures with the same formula, charge and spin = 16.1 kcal per mole
HOMO energy = -9.7 eV

The geometry in ORCA input format:
```
! wB97M-V def2-TZVPD RIJCOSX def2/J DEFGRID3
* xyz 0 1
C -0.2086 -1.9238 0.0129
C -0.1542 -1.4196 -1.3965
N 0.8754 -1.7936 -2.2244
O -0.9507 -0.5998 -1.8256
H 0.7717 -2.0526 0.4633
H -0.6874 -2.8786 0.2171
H -0.7319 -1.1552 0.5785
H 0.8081 -1.5437 -3.1991
H 1.4149 -2.5906 -1.9398
C -0.0833 1.6314 -0.0346
C -0.5068 1.4887 1.3776
N 0.1871 2.1988 2.3326
O -1.4033 0.7630 1.7789
H -0.9627 1.4396 -0.6575
H 0.5962 0.8546 -0.4048
H 0.3986 2.5359 -0.4033
H -0.1326 2.0754 3.2742
H 0.7696 2.9700 2.0507
*
```



A molecular structure, C4H10N2O2 in a non-equilibrium geometry, computed with ωB97M-V with the def2-TZVPD basis set.

Properties
E_LUMO = 0.91 eV
Energy above the lowest of the compared OMol25 structures with the same formula, charge and spin = 35.6 kcal per mole
HOMO energy = -9.5 eV

The geometry in ORCA input format:
```
! wB97M-V def2-TZVPD RIJCOSX def2/J DEFGRID3
* xyz 0 1
C 0.8345 -0.4868 1.7316
C -0.6404 -1.8489 0.1900
C 0.0576 -0.5205 0.4278
N 0.8163 0.0104 -0.7007
H 0.8871 -0.6076 -1.5003
H 1.5870 -1.2710 1.7207
H 0.1557 -0.6390 2.5658
H 1.3288 0.4744 1.8404
H -1.3205 -2.0581 1.0114
H -1.2113 -1.8003 -0.7353
H 0.1006 -2.6425 0.1209
C -0.2769 1.0288 -0.8359
N 0.1077 2.3938 -0.7838
O -1.0121 0.7994 -1.9801
O -0.9007 0.6030 0.3473
H -1.8068 1.3454 -1.9474
H 0.7169 2.6191 -1.5606
H 0.5764 2.6001 0.0881
*
```



2 unconnected molecules or ions with the total composition C4H10N2O2 in a non-equilibrium geometry, computed with ωB97M-V with the def2-TZVPD basis set.

Properties
E_LUMO = 0.59 eV
SMILES = CC(N)=O.CC(N)=O
Energy above the lowest of the compared OMol25 structures with the same formula, charge and spin = 13.2 kcal per mole
HOMO energy = -9.5 eV

The geometry in ORCA input format:
```
! wB97M-V def2-TZVPD RIJCOSX def2/J DEFGRID3
* xyz 0 1
C 0.5710 -0.2283 1.7378
C 0.6774 -1.4864 0.8432
N 1.2652 -2.5579 1.5003
O 0.2874 -1.5407 -0.2929
H 1.3460 -0.2173 2.4974
H -0.3986 -0.3529 2.2098
H 0.7358 0.7068 1.2140
H 1.6155 -3.2313 0.8296
H 1.9610 -2.3804 2.1953
C -0.0821 1.1211 -2.1476
C -1.1453 1.8123 -1.3119
N -1.7968 0.9698 -0.4435
O -1.5081 2.9454 -1.5211
H -0.2201 0.0665 -2.3422
H 0.8856 1.3686 -1.7067
H -0.1053 1.7226 -3.0557
H -2.5857 1.2612 0.1099
H -1.5028 0.0208 -0.3156
*
```



> What is the formula in the fourth record?

C4H10N2O2



> Among the records above, which one has the highest energy above the lowest of the compared OMol25 structures with the same formula, charge and spin?

number 3



> Look up the energy above the lowest of the compared OMol25 structures with the same formula, charge and spin of the sixth one.

16.1 kcal per mole



> Which formula does entry 6 have?

C4H10N2O2